DFT (the ωB97M-V functional and the def2-TZVPD basis) results for C18H18F5O2TeTi as an isolated structure at a distorted geometry.

## Properties
Kohn-Sham gap (spin up / spin down), eV: 3.3 / 3.4
Energy above the lowest of the compared OMol25 structures with the same formula, charge and spin, kJ/mol: 548.0
2S+1: 2
Lowest unoccupied orbital energy (spin up / spin down), eV: -4.499 / -4.392
HOMO level (spin up / spin down), eV: -7.79 / -7.83
Electronic energy, Eh: -2463.79511

CARTESIAN COORDINATES (ANGSTROEM)
C 0.871 -2.742 2.699
C -0.473 -2.426 2.360
C -0.434 -1.981 0.977
H -1.384 -2.628 2.914
C 0.966 -1.839 0.566
C 1.746 -2.309 1.650
H 2.830 -2.326 1.639
H 1.188 -3.164 3.652
H -1.343 -1.736 0.463
H 1.349 -1.500 -0.405
C -0.691 2.109 1.355
C -0.189 2.519 2.654
C 1.228 2.594 2.533
H -0.793 2.771 3.549
C 1.636 2.119 1.235
C 0.445 1.878 0.466
H 0.424 1.636 -0.603
H -1.733 1.986 1.072
H 1.898 2.903 3.334
H 2.666 1.993 0.857
Ti -0.032 0.072 1.855
O -1.038 -0.180 -0.051
C -1.199 -0.625 -1.581
C -0.263 -1.038 -2.711
H -1.879 -1.465 -1.630
H -1.724 0.164 -1.960
H 0.301 -1.949 -2.543
H 1.190 -1.933 -4.772
C 0.847 -0.890 -4.898
C 0.052 -0.306 -3.843
C -0.332 1.079 -4.041
H -0.861 1.601 -3.248
C -0.086 1.721 -5.272
H -0.451 2.742 -5.462
C 0.620 1.079 -6.299
H 0.777 1.560 -7.264
C 1.072 -0.241 -6.098
H 1.605 -0.764 -6.903
F -1.259 -2.034 5.139
Te -1.288 -0.061 5.280
F -1.520 1.912 5.309
F -3.131 -0.203 4.845
F -1.962 -0.102 7.095
F 1.557 -0.013 2.864
O -1.204 0.017 3.217

Atomic forces in eV per Å
C -1.8623 0.5418 0.6778
C 1.8991 -0.8372 -0.9394
C 0.4285 -2.4850 1.2517
H 0.4565 0.2102 0.0209
C 0.5019 -0.8048 0.8876
C -0.6680 0.4243 -2.1860
H -0.2236 -0.0227 0.2368
H -0.1101 0.1238 -0.3234
H 0.0429 -1.5691 -0.1277
H -0.2503 -0.1069 0.6298
C 0.4692 0.1326 -0.0182
C 0.8010 0.5402 -1.2878
C -0.7256 -0.3979 -0.5181
H 0.5593 -0.4675 -0.8462
C -1.2962 0.5879 -0.3326
C 0.9061 0.8266 0.9076
H -0.0634 0.0947 0.7062
H 0.2553 0.2432 0.1105
H -0.1715 -0.3510 -0.2161
H -0.7554 0.0629 0.4278
Ti 0.4966 1.5258 3.0041
O -0.4349 0.9366 -4.8775
C 1.2336 -0.0483 2.3951
C 1.2947 0.6171 2.7091
H -0.4862 -0.6794 0.4594
H -1.5773 2.2491 -0.6736
H -0.1893 -0.3140 -0.2487
H -0.1837 0.6833 -0.0641
C -0.4819 -0.6973 0.0517
C 0.3560 1.2576 -1.2783
C -0.2272 -0.3199 -0.9422
H 0.0859 -0.0410 -0.1965
C -0.0912 0.1195 0.6818
H 0.2296 -0.5574 0.3916
C -0.3579 -0.7850 0.6044
H -0.0253 -0.0269 0.3376
C 0.3146 -0.0732 -0.0165
H -0.1987 0.3006 0.4600
F -0.3444 -0.1514 0.0532
Te 0.0029 0.3063 0.0946
F -0.3871 -0.1955 -0.0628
F 0.7616 0.1069 0.2418
F -0.0646 -0.1362 -0.0680
F -0.7703 -0.7037 -0.2728
O 0.8509 -0.1200 -1.8444